Record 1
Below is C3H4N2O3 in the gas phase in a non-equilibrium geometry, with properties calculated with ωB97M-V/def2-TZVPD.

```
! wB97M-V def2-TZVPD RIJCOSX def2/J DEFGRID3
* xyz 0 1
O 1.94 -0.45 -1.38
N -0.88 0.58 0.73
H -2.03 -2.54 0.33
H 0.97 2.70 0.57
H -1.42 1.36 1.37
C 0.64 0.73 0.45
O -2.31 -1.41 0.39
C -1.28 -0.45 -0.03
H 2.73 -0.08 -0.76
C 0.88 -0.21 -0.52
N -0.34 -0.78 -0.80
O 1.23 1.80 0.93
*
```

The frontier orbital gap comes out at 8.31 eV. The calculation puts the total energy at -451.82158 hartree. As for the HOMO energy: -8.0 eV. As for the SMILES: Oc1nc(O)c(O)[nH]1.

=====

Record 2
Below is 10 unconnected molecules or ions with the total composition C39H104N12O10 in a non-equilibrium geometry, with properties calculated with ωB97M-V/def2-TZVPD.

```
! wB97M-V def2-TZVPD RIJCOSX def2/J DEFGRID3
* xyz 0 1
C 0.94 3.11 10.63
H -2.31 1.88 -0.53
C -2.50 8.29 3.18
C -3.15 -5.37 -6.27
N 6.63 -4.51 -0.94
H -10.71 0.81 -0.48
C -1.84 10.23 1.87
H 1.52 5.07 9.07
H -1.24 4.23 -1.91
C 0.82 2.02 8.27
N 6.00 -4.75 4.28
H 2.33 -0.36 6.96
H -3.79 12.03 2.78
C 0.63 -0.16 0.23
H -5.74 -6.17 -5.57
C -10.96 1.74 -2.72
H -5.42 -4.37 -5.33
N -2.70 3.00 -6.16
N 0.84 4.43 8.68
H 7.06 -7.15 6.13
H -5.61 -6.98 -1.93
H 6.21 -5.42 -1.05
C 8.97 -3.93 -0.58
H 2.51 1.31 -3.41
H -9.57 -0.66 1.56
H -4.39 -7.30 -3.05
H -10.25 -0.45 -1.48
H -3.36 -11.25 -1.51
H 2.01 3.66 0.01
H 0.35 0.44 -3.16
H -2.78 8.21 4.24
H 9.97 -6.13 1.42
C 7.90 -4.40 -1.61
H -3.41 -6.09 -7.05
H -2.79 -13.97 1.15
C 1.00 0.23 -2.31
H 7.34 3.15 -2.83
H 6.86 -4.62 3.76
O -3.02 4.03 -8.12
C 0.31 2.81 -0.99
H -2.31 9.85 0.96
H 1.83 2.10 0.30
N 6.67 8.48 -0.68
N -2.39 -13.05 1.22
H 8.37 -6.47 0.69
H -0.67 13.28 1.35
O 9.03 -4.62 0.66
O -1.55 1.87 0.06
C 9.34 -5.99 0.54
H -1.77 -8.02 0.11
H -5.20 -4.82 -2.96
H 8.74 -3.09 -3.18
H -3.27 -4.45 -6.83
H 1.14 4.46 7.72
H -0.31 -8.15 -0.89
H -2.09 -5.43 -6.02
N -3.08 1.81 -7.94
H 1.28 2.21 11.14
C 1.65 -0.28 7.81
C 7.88 3.80 -2.14
C -1.79 11.79 1.93
C 5.87 -5.65 5.24
C -9.86 0.47 -1.07
H -0.80 4.68 -0.31
H 6.93 -4.53 0.02
H 6.13 8.68 -3.15
H -9.00 -1.76 0.24
H -11.39 0.88 -3.23
H -8.03 -0.18 -1.08
O -2.70 9.72 2.87
H 5.64 7.08 -1.84
H 0.03 -1.01 0.57
C -0.42 4.16 -1.20
C 7.80 -3.57 -2.91
C 1.19 2.98 0.23
C -3.23 12.42 1.92
O -9.78 1.54 -2.07
C -5.43 -6.98 -3.00
H -1.78 -0.32 -2.31
C -1.21 -0.61 -1.42
H -1.29 12.36 0.06
H 9.66 -6.25 -0.47
C -8.62 0.23 -0.26
H 7.65 3.57 -1.10
H -1.05 -1.66 -1.66
C -0.93 -8.66 -0.15
H -3.33 1.79 -8.92
H -0.51 -11.05 0.84
C -5.72 -5.62 -3.50
H -8.17 2.19 -0.49
C -5.29 -5.39 -4.96
N -0.85 12.36 0.96
C 1.27 2.63 -2.29
H 2.84 1.15 -1.74
C -1.52 -10.94 0.42
H -2.95 2.10 -5.77
C -3.57 -11.92 -0.68
H 1.36 -0.78 -2.53
O -1.51 -9.91 -0.54
O 4.92 -5.67 5.97
N -7.12 -5.40 -3.45
H 7.81 8.97 -2.91
H -0.83 9.84 1.99
H 6.28 8.10 0.17
H -0.12 3.31 10.74
H -10.80 2.40 -3.58
H 7.60 8.79 -0.43
N 6.94 -6.49 5.38
H 1.50 3.88 11.16
H 6.90 5.66 -0.53
C 7.08 8.17 -3.02
H -1.21 11.95 2.84
H 0.51 0.60 1.01
C -2.18 -12.25 -0.09
H -3.18 13.51 1.90
H -4.12 -11.27 0.00
H -1.77 -12.91 2.01
H 7.66 -6.32 4.69
C -2.83 3.05 -7.45
H 7.54 7.53 -3.77
C 7.44 6.03 -1.39
H 8.50 6.22 -1.22
H -7.62 -6.14 -3.94
H -6.23 -7.66 -3.31
H -2.02 -0.67 -0.69
H -1.67 -12.91 -0.79
H 7.48 -4.15 -3.78
C -8.83 -0.83 0.77
O 1.83 1.05 8.33
H 0.68 2.80 -3.19
N -8.11 1.50 0.24
H 8.08 -5.42 -1.93
H 0.65 3.16 1.16
H 9.96 -3.82 -1.03
H 1.94 3.49 -2.29
H 7.14 -2.70 -2.82
H 0.66 -0.34 7.36
H 0.20 4.89 -1.72
H -2.76 3.74 -5.48
H -4.20 -12.75 -1.02
H -7.47 -5.29 -2.51
H -8.89 1.71 0.85
H 0.73 2.16 7.19
N -0.58 1.64 -0.92
H -11.78 2.11 -2.11
H 2.42 3.06 9.10
H 1.70 -0.34 0.10
H 8.96 3.73 -2.30
H -0.21 -8.68 0.67
H 8.90 -2.90 -0.23
H -3.27 7.72 2.66
H -3.81 12.23 1.02
C -0.07 0.27 -1.03
C 2.02 1.31 -2.44
H 5.28 -4.05 4.33
C 1.34 3.21 9.17
O -3.88 -5.57 -5.01
H -1.45 8.01 3.20
H 1.99 -1.10 8.44
H -3.23 1.13 -7.21
O 7.46 5.13 -2.55
H -0.07 1.58 8.73
H -2.00 -10.54 1.31
C 6.66 7.44 -1.72
H -8.09 -1.04 1.54
*
```

The frontier orbital gap comes out at 8.32 eV. The calculation puts the total energy at -2957.39651 hartree. As for the HOMO energy: -8.2 eV. As for the SMILES: CC1(C)CCCC(C)(C)N1O.COC[C@H](C)N.COC[C@H](C)N.COC[C@H](C)N.COC[C@H](C)N.COC[C@H](C)N.COC[C@H](C)N.COC[C@H](C)N.NC(N)=O.NC(N)=O.

=====

Record 3
Below is 2 unconnected molecules or ions with the total composition C29H44N3O3SSi2 in a non-equilibrium geometry, with properties calculated with ωB97M-V/def2-TZVPD.

```
! wB97M-V def2-TZVPD RIJCOSX def2/J DEFGRID3
* xyz 1 1
H 0.57 -1.07 -1.03
C 1.97 2.05 -1.62
H -1.06 -3.28 -3.00
H -3.68 3.30 -1.10
H 1.07 2.56 -2.00
H -0.06 6.60 -1.63
H 5.18 2.78 -0.81
H -0.85 -2.82 -0.05
C -0.36 0.98 0.56
O -1.67 2.38 2.12
C -3.12 3.31 -0.15
H 3.01 -8.15 -0.15
H -0.15 8.90 -0.52
H 1.03 8.08 0.51
H -1.85 -6.27 -0.04
C 4.26 0.78 -0.63
H 3.92 -7.17 -1.31
H 3.12 3.89 -1.71
H 0.64 -9.63 -2.22
C 4.28 2.15 -0.95
C 3.13 2.83 -1.47
C -0.74 2.80 4.63
N 0.57 0.37 1.45
H 5.19 0.34 -0.24
H -0.57 2.43 6.81
C 1.93 0.66 -1.28
H -2.89 2.81 4.40
H 0.56 3.67 6.17
H 2.52 -6.18 -3.93
O 2.01 2.18 2.17
C -0.05 8.35 0.44
Si 1.53 -7.33 -1.97
C -0.76 6.29 -0.85
S -1.88 1.79 -3.05
C -0.02 -3.53 0.00
H -2.29 1.31 5.27
H -1.88 7.27 2.25
C 0.26 -8.69 -1.80
H -1.16 4.12 6.36
H 0.67 -3.59 -3.22
H -3.73 3.01 0.72
H -0.53 -4.78 -3.76
C -0.30 -4.05 -2.98
C -0.48 3.28 6.10
H -1.40 0.48 3.02
H -0.66 -8.43 -2.32
Si -0.23 -4.87 -1.29
O 1.01 -5.95 -1.22
H -0.30 8.98 1.31
H 0.31 -0.10 -2.54
H 3.04 -1.06 -0.53
H 3.47 -8.84 -1.71
H -2.92 0.90 -3.18
C -2.56 5.45 1.25
C 1.83 -7.02 -3.79
H 0.02 -8.86 -0.75
C -2.40 4.67 0.09
C 3.13 -7.93 -1.21
C 0.54 -0.04 -1.46
C -2.08 1.35 3.06
H 0.91 -2.98 -0.16
C -2.09 2.04 4.47
C -1.99 2.27 -0.23
H -3.13 1.07 2.80
C 3.07 0.01 -0.79
N -0.43 0.84 -0.75
C -1.51 5.11 -0.94
H 0.89 -6.77 -4.30
H -3.24 5.12 2.05
H -2.09 -6.44 -1.78
H -1.38 4.48 -1.83
C -1.80 6.65 1.35
C -0.92 7.07 0.35
C 1.27 1.32 1.89
C -1.44 1.62 -1.34
C -1.87 -5.73 -0.99
N -1.33 1.87 0.91
H -0.01 -3.96 1.01
H 0.08 2.12 4.28
H -2.68 -5.00 -0.95
H -0.69 3.72 4.01
H 2.25 -7.90 -4.27
*
```

The frontier orbital gap comes out at 8.82 eV. The calculation puts the total energy at -2498.45770 hartree. As for the HOMO energy: -11.3 eV.

=====

Record 4
Below is 2 unconnected molecules or ions with the total composition C3H4S in a non-equilibrium geometry, with properties calculated with ωB97M-V/def2-TZVPD.

```
! wB97M-V def2-TZVPD RIJCOSX def2/J DEFGRID3
* xyz 0 1
C -2.89 -0.24 -0.25
H -3.21 -1.21 -0.32
C 2.95 -0.31 0.26
H 3.69 0.18 -0.26
H 2.61 0.12 1.22
H -2.53 2.01 -0.21
C -2.64 0.91 -0.05
S 2.02 -1.46 -0.39
*
```

The frontier orbital gap comes out at 8.48 eV. The calculation puts the total energy at -514.75849 hartree. As for the HOMO energy: -8.9 eV. As for the SMILES: C#C.C=S.

=====

Record 5
Below is C6H11OP in the gas phase in a non-equilibrium geometry, with properties calculated with ωB97M-V/def2-TZVPD.

```
! wB97M-V def2-TZVPD RIJCOSX def2/J DEFGRID3
* xyz 0 1
C 1.12 0.62 1.20
C -0.30 0.07 0.85
C -1.15 -1.24 -1.35
O 3.15 1.66 -0.41
H 1.62 -0.23 1.43
H -2.03 0.91 1.79
C 1.00 -0.04 -1.34
H -2.22 -0.87 1.32
H -0.53 -1.98 -1.64
H -2.08 -1.71 -0.83
H 1.01 1.38 1.91
H -1.23 -0.42 2.64
H -1.62 -0.66 -2.13
H 1.56 -0.93 -1.27
C -1.56 -0.06 1.65
C -0.35 -0.31 -0.42
H 0.87 0.05 -2.32
H 1.01 2.45 -0.66
P 1.73 1.32 -0.40
*
```

The frontier orbital gap comes out at 10.10 eV. The calculation puts the total energy at -651.75981 hartree. As for the HOMO energy: -9.3 eV. As for the SMILES: CC1=C(C)C[PH](=O)C1.

=====

Record 6
Below is C14H11BrClN3OS in the gas phase, with properties calculated with ωB97M-V/def2-TZVPD.

```
! wB97M-V def2-TZVPD RIJCOSX def2/J DEFGRID3
* xyz 0 1
C -1.52 -0.03 1.86
H 1.08 -3.03 2.68
H 1.29 3.66 -1.46
C -0.01 -1.73 -0.70
C 0.97 1.81 -2.22
C 1.10 -1.13 -0.12
S 0.68 2.31 -3.76
C -2.49 0.30 -0.30
C -0.31 -3.14 1.05
C -1.54 1.25 -0.60
H -3.25 -1.08 1.16
C 1.51 -1.61 1.13
H -0.37 -1.42 -1.67
O 0.54 3.61 0.83
H 2.37 -1.18 1.61
C -0.56 1.57 0.33
N 1.24 0.52 -1.95
H 1.22 -0.07 -2.77
N 0.97 2.74 -1.19
Cl 0.68 1.25 2.71
N -0.70 -2.70 -0.13
Br -3.81 -0.15 -1.59
H 2.86 -0.42 -1.07
H -0.91 -3.94 1.47
C 0.37 2.71 0.05
C 1.88 -0.02 -0.78
H -1.51 -0.52 2.82
C 0.79 -2.63 1.72
C -2.50 -0.34 0.93
H 2.05 0.78 -0.06
H -1.57 1.76 -1.56
C -0.56 0.91 1.56
*
```

The frontier orbital gap comes out at 8.73 eV. The calculation puts the total energy at -4212.03145 hartree. As for the HOMO energy: -8.8 eV. As for the SMILES: O=C(NC(=S)NCc1cccnc1)c1cc(Br)ccc1Cl.

=====

Record 7
Below is a molecular structure, C34H30N5OS4SeSiY, with properties calculated with ωB97M-V/def2-TZVPD.

```
! wB97M-V def2-TZVPD RIJCOSX def2/J DEFGRID3
* xyz 0 1
C 3.06 1.42 -4.57
C 3.95 3.03 2.36
H -3.58 -0.65 2.67
Y -0.17 -0.08 0.51
C 1.60 2.59 2.11
C -0.09 -3.76 1.39
C 1.73 1.17 -2.56
H 5.20 1.50 1.54
C 1.63 -5.24 2.96
H 1.66 2.88 -3.86
H -5.29 -1.69 -1.21
C 2.28 4.64 3.29
C 2.62 3.41 2.57
H 4.74 3.68 2.71
C -2.03 2.38 2.11
H -6.04 0.77 0.04
C 0.19 2.94 2.35
H -1.47 -3.64 -3.80
C 2.12 1.91 -3.69
C -1.03 1.48 -2.49
C -1.50 4.36 3.31
C -1.59 -1.62 -4.54
H -1.88 -1.91 -5.54
C 0.62 -3.10 2.40
H -4.85 1.95 0.62
H -1.85 1.70 -1.80
C -1.36 -2.58 -3.57
H -3.87 -1.18 -2.13
C 0.91 -5.88 1.96
C 3.28 -0.54 -3.19
S -1.24 -2.85 0.37
H -0.94 -4.20 -1.61
S 0.47 1.92 -1.55
H -1.10 2.13 -3.36
C -1.45 -0.29 -4.20
H 1.01 -6.94 1.79
S 1.99 -1.08 -0.87
C -0.58 -3.23 -1.29
N -0.75 2.10 1.87
C 3.64 0.18 -4.31
H 2.04 -3.40 3.97
N 0.69 6.07 4.20
H 0.50 -3.25 -1.20
H -3.97 -2.16 1.86
C 4.19 1.85 1.72
H -4.90 1.52 -1.09
H 2.31 -5.81 3.58
C 2.31 -0.07 -2.27
H -3.50 3.65 3.00
C -0.96 -2.18 -2.30
N 3.17 5.48 3.75
Se 2.28 6.79 4.54
C 1.48 -3.89 3.18
H -3.75 -2.52 -0.97
H 3.35 2.00 -5.44
H 3.27 0.13 0.79
H -1.76 5.25 3.87
S 0.48 -1.39 2.79
Si -3.80 -0.30 0.21
H -1.62 0.49 -4.93
C 0.04 -5.13 1.19
C 0.91 4.97 3.54
C -4.21 -1.54 -1.15
N -0.84 -0.89 -1.97
C -1.10 0.04 -2.90
H -5.24 -0.96 2.14
H 4.38 -0.22 -4.98
H -2.73 1.69 1.68
C -0.15 4.09 3.07
C 3.11 1.07 1.29
C -4.19 -1.09 1.87
C -5.01 1.12 -0.08
H 3.73 -1.50 -2.98
O -2.28 0.25 0.16
N 1.84 1.44 1.46
H -0.56 -5.61 0.42
C -2.45 3.49 2.83
*
```

The frontier orbital gap comes out at 6.26 eV. The calculation puts the total energy at -5984.99810 hartree. As for the HOMO energy: -7.2 eV.

=====

Record 8
Below is 15 unconnected molecules or ions with the total composition C2H36NO14S in a non-equilibrium geometry, with properties calculated with ωB97M-V/def2-TZVPD.

```
! wB97M-V def2-TZVPD RIJCOSX def2/J DEFGRID3
* xyz 1 1
H -3.90 -0.18 -1.19
H -3.05 2.65 -3.10
H -0.70 -3.28 -2.53
H 1.58 -3.37 0.39
H -1.59 -0.25 3.68
H -3.57 -1.61 0.32
H 0.31 -1.35 0.17
H 2.61 2.58 1.06
S 2.55 -2.73 3.66
C 3.02 -2.63 1.85
C 1.77 -2.61 1.07
O -3.12 -1.57 1.28
H 0.62 2.08 -1.80
H -2.54 -4.41 1.82
H 2.83 -1.48 3.78
H 2.43 1.00 -4.21
H -3.15 1.44 -4.05
H 3.42 2.80 -1.57
H 1.22 3.06 -3.77
O -2.52 -0.33 3.71
H -1.49 -3.69 -1.35
H -2.64 0.15 4.64
O -0.51 2.13 4.17
H 4.09 2.15 0.82
O -2.65 1.97 -3.58
H 2.95 2.18 -2.92
O -4.72 -0.03 -1.59
H -0.36 1.86 3.30
N 1.33 -1.23 0.36
H 1.38 -0.31 0.94
H 1.88 -1.00 -0.56
O -1.38 2.99 0.05
H -0.27 3.00 -3.31
H -1.30 0.23 1.71
H -2.19 -3.05 1.19
O 3.34 2.94 -2.66
O -1.28 -3.01 -1.77
H -4.61 0.88 -1.94
O 3.32 2.31 0.51
H 3.78 -3.52 1.55
O 2.38 -0.01 -3.75
H -0.56 2.68 -0.23
H -1.47 -1.09 1.04
H 3.71 -1.84 1.61
O 0.56 2.59 -3.25
H 2.10 -0.62 -4.31
O -2.20 -4.01 0.98
H 1.96 1.80 -1.11
H -1.21 3.84 0.36
H 0.39 2.41 4.69
H 0.80 -2.81 1.74
O -0.79 -0.41 1.23
O 0.98 1.70 -0.96
H -3.53 -0.98 1.87
*
```

The frontier orbital gap comes out at 9.50 eV. The calculation puts the total energy at -1603.64950 hartree. As for the HOMO energy: -12.4 eV.

=====

Record 9
Below is C5H9N3 in the gas phase in a non-equilibrium geometry, with properties calculated with ωB97M-V/def2-TZVPD.

```
! wB97M-V def2-TZVPD RIJCOSX def2/J DEFGRID3
* xyz 0 1
N -0.08 0.66 -1.38
C -0.31 -0.51 -0.79
H 0.70 0.99 -1.02
H -0.33 -1.36 -1.52
H -0.73 0.67 3.47
C -0.54 -0.19 2.90
H 0.28 -0.79 3.39
N 1.55 1.31 0.47
C 0.09 0.55 -2.80
C -0.25 -0.82 0.49
H -1.48 -0.81 2.67
H -0.57 -0.17 -3.28
C 0.98 0.82 1.38
H 0.04 1.48 -3.38
H 1.09 -0.07 -2.93
N -0.15 0.12 1.55
H -0.28 -1.90 0.79
*
```

The frontier orbital gap comes out at 8.58 eV. The calculation puts the total energy at -360.05365 hartree. As for the HOMO energy: -8.1 eV. As for the SMILES: CN/C=C\N(C)C#N.

=====

Record 10
Below is a molecular structure, C2F3N3O5 in a non-equilibrium geometry, with properties calculated with ωB97M-V/def2-TZVPD.

```
! wB97M-V def2-TZVPD RIJCOSX def2/J DEFGRID3
* xyz 0 1
F 1.81 -1.00 -0.58
O 0.14 -1.30 1.40
O 0.87 2.05 0.76
C 0.90 0.93 0.40
O -2.22 1.14 -1.35
F -0.39 -0.34 -1.65
N 1.93 0.06 0.19
F 3.27 0.40 0.25
O -1.15 -2.33 0.03
C -0.59 -0.01 -0.43
O -2.20 1.05 0.83
N -1.83 0.75 -0.28
N -0.54 -1.41 0.44
*
```

The frontier orbital gap comes out at 9.84 eV. The calculation puts the total energy at -915.84068 hartree. As for the HOMO energy: -11.4 eV.

=====

| no. | LUMO level (eV) |
| --- | --- |
| 1 | 0.28 |
| 2 | 0.13 |
| 3 | -2.53 |
| 4 | -0.39 |
| 5 | 0.80 |
| 6 | -0.07 |
| 7 | -0.92 |
| 8 | -2.94 |
| 9 | 0.46 |
| 10 | -1.57 |